1.
The following is a DFT calculation (ωB97M-V/def2-TZVPD) of a structure of composition C41H42IrN6OSSe.

```
93
Properties=species:S:1:pos:R:3:lowdin_charge:R:1
Ir -0.18 -1.42 -0.06 1.053
C -0.62 -1.73 4.39 -0.042
C 0.69 -1.61 4.82 -0.040
C 1.68 -1.44 3.87 0.006
C 1.35 -1.40 2.51 -0.223
N 0.07 -1.52 2.11 -0.034
C -0.87 -1.68 3.04 -0.113
C 2.33 -1.24 1.43 -0.210
C 3.70 -1.18 1.70 -0.034
C 4.62 -1.09 0.68 -0.079
C 4.16 -1.03 -0.63 -0.071
C 2.79 -1.05 -0.89 -0.112
C 1.83 -1.18 0.11 -0.272
H -1.43 -1.86 5.09 0.113
H 0.94 -1.66 5.87 0.118
H 2.71 -1.35 4.18 0.108
H -1.88 -1.76 2.68 0.072
H 4.06 -1.22 2.72 0.101
H 5.68 -1.06 0.89 0.106
H 4.86 -0.96 -1.45 0.108
H 2.49 -0.97 -1.92 0.055
S -1.90 -1.44 -4.22 1.046
C -0.22 -1.36 -4.45 -0.412
C 0.46 -1.33 -3.27 -0.198
C -0.37 -1.38 -2.10 -0.340
C -1.68 -1.46 -2.51 -0.553
C -2.78 -1.59 -1.59 -0.308
C -4.11 -1.74 -2.01 -0.015
C -5.11 -1.89 -1.09 -0.037
C -4.78 -1.85 0.26 -0.047
C -3.46 -1.68 0.60 -0.140
N -2.45 -1.57 -0.28 -0.056
H 0.18 -1.36 -5.45 0.072
H 1.54 -1.28 -3.28 0.073
H -4.32 -1.75 -3.07 0.098
H -6.14 -2.04 -1.40 0.119
H -5.53 -1.95 1.03 0.112
H -3.20 -1.63 1.65 0.082
C -3.34 2.29 -2.36 -0.112
C -2.42 3.51 -2.32 -0.247
C -1.20 3.37 -3.23 -0.172
C -0.12 2.42 -2.70 -0.123
N 0.47 2.87 -1.43 0.006
C 0.32 2.31 -0.23 -0.542
Se -0.94 0.98 0.17 0.850
N 1.09 2.95 0.66 0.008
C 1.34 2.56 2.06 -0.113
C 0.14 2.70 2.99 -0.209
C -0.57 4.05 2.92 -0.246
C 0.23 5.19 3.54 -0.093
C 1.74 4.00 0.01 -0.130
C 2.60 4.99 0.47 0.001
C 3.04 5.92 -0.45 -0.062
C 2.65 5.86 -1.80 -0.062
C 1.81 4.86 -2.26 0.006
C 1.35 3.94 -1.32 -0.133
H -4.21 2.45 -1.72 0.077
H -2.82 1.40 -2.00 0.011
H -3.69 2.10 -3.38 0.079
H -2.10 3.70 -1.29 0.095
H -2.99 4.39 -2.64 0.110
H -0.75 4.35 -3.39 0.101
H -1.52 2.98 -4.20 0.123
H 0.70 2.36 -3.42 0.135
H -0.52 1.42 -2.55 0.082
H 2.15 3.19 2.41 0.118
H 1.69 1.53 2.06 0.116
H 0.52 2.54 4.01 0.120
H -0.58 1.91 2.78 0.049
H -1.53 3.96 3.43 0.110
H -0.79 4.29 1.87 0.102
H 0.49 4.95 4.58 0.079
H -0.35 6.11 3.55 0.076
H 1.16 5.38 2.99 0.051
H 2.92 5.04 1.50 0.106
H 3.70 6.71 -0.13 0.112
H 3.02 6.60 -2.49 0.112
H 1.51 4.81 -3.30 0.115
N -0.59 -8.59 -0.12 0.184
C 0.46 -7.79 -0.40 -0.487
O 1.55 -8.21 -0.70 0.082
C 0.23 -6.29 -0.29 -0.102
C -0.96 -5.69 0.08 0.016
C -1.02 -4.31 0.16 -0.086
N 0.03 -3.53 -0.11 -0.062
C 1.18 -4.10 -0.48 -0.055
C 1.31 -5.47 -0.58 0.040
H -0.44 -9.58 -0.19 0.122
H -1.51 -8.26 0.11 0.089
H -1.85 -6.25 0.31 0.112
H -1.94 -3.81 0.44 0.100
H 2.00 -3.44 -0.70 0.108
H 2.25 -5.92 -0.88 0.131
```

Calculated values
* net charge: +1
* frontier orbital gap: 7.62 eV
* HOMO level: -10.05 eV
* ΔE to the lowest compared entry with this formula, charge and spin: 16.7 kJ/mol
* molar mass: 938.07 g mol⁻¹
* LUMO: -2.437 eV
* electronic energy: -133206.4792 eV

***

2.
The following is a DFT calculation (ωB97M-V/def2-TZVPD) of a cluster of 4 separate species, C14H17BrF4NO10 in total.

```
47
Properties=species:S:1:pos:R:3:nbo_charge:R:1
C 2.79 -1.38 1.80 -0.599
C 3.96 -2.14 1.17 -0.423
C 5.25 -1.33 1.00 0.331
F 6.34 -2.33 1.09 -0.480
N 5.35 -0.28 1.88 -0.771
C 6.61 0.39 1.88 -0.327
C 7.31 0.20 3.22 0.587
O 7.35 1.00 4.10 -0.550
Br 8.16 -1.56 3.60 -0.172
H 1.85 -1.83 1.46 0.167
H 2.82 -1.46 2.89 0.202
H 2.78 -0.33 1.52 0.227
H 4.24 -2.98 1.82 0.206
H 3.67 -2.56 0.21 0.175
H 5.38 -1.03 -0.08 0.074
H 6.46 1.49 1.88 0.178
H 7.29 0.12 1.05 0.175
C -2.82 -0.04 0.69 -0.132
C -2.35 -1.48 0.63 0.445
O -1.10 -1.38 0.00 -0.492
C -0.60 -0.13 0.26 0.968
O 0.52 0.20 0.09 -0.536
O -1.58 0.67 0.76 -0.493
F -3.18 -2.26 -0.12 -0.339
H -3.34 0.24 -0.23 0.215
H -3.44 0.19 1.54 0.209
H -2.23 -1.96 1.61 0.156
C 0.10 3.26 -0.72 -0.135
C -1.05 3.77 -1.55 0.446
O -1.19 5.10 -1.11 -0.502
C 0.03 5.52 -0.63 0.969
O 0.30 6.64 -0.40 -0.563
O 0.85 4.46 -0.49 -0.475
F -2.21 3.10 -1.32 -0.332
H -0.25 2.86 0.23 0.218
H 0.72 2.51 -1.22 0.227
H -0.87 3.78 -2.63 0.146
C -5.81 -2.46 -3.17 -0.131
C -7.20 -2.42 -2.58 0.446
O -7.09 -1.41 -1.60 -0.494
C -6.10 -0.56 -1.98 0.970
O -5.90 0.50 -1.50 -0.556
O -5.37 -1.11 -2.98 -0.481
F -7.54 -3.59 -1.99 -0.325
H -5.16 -3.13 -2.60 0.211
H -5.78 -2.72 -4.22 0.209
H -7.99 -2.15 -3.29 0.151
```

Calculated values
* net charge: -1
* frontier orbital gap: 4.61 eV
* HOMO level: -3.02 eV
* ΔE to the lowest compared entry with this formula, charge and spin: 0.0 kJ/mol
* molar mass: 515.18 g mol⁻¹
* LUMO: 1.590 eV
* electronic energy: -117671.8363 eV

***

3.
The following is a DFT calculation (ωB97M-V/def2-TZVPD) of a structure of composition C45H53MnP2Si3Te.

```
105
Properties=species:S:1:pos:R:3:mulliken_spin:R:1
Mn -0.18 0.16 -1.36 4.628
C 0.09 -2.02 -4.61 0.017
Si 0.77 -1.50 -2.95 -0.029
C 2.61 -1.09 -3.21 0.032
C 3.38 -1.72 -4.20 -0.009
C 4.72 -1.40 -4.39 0.003
C 5.32 -0.43 -3.60 0.000
C 4.58 0.23 -2.63 -0.001
C 3.24 -0.09 -2.44 0.021
P 2.21 0.77 -1.22 -0.146
C 1.20 1.95 -2.24 -0.107
C 0.11 2.61 -1.65 0.161
C -0.76 3.39 -2.42 0.004
C -0.55 3.52 -3.78 0.020
C 0.55 2.90 -4.37 -0.001
C 1.41 2.12 -3.62 0.108
C 3.30 1.84 -0.24 0.052
C 4.18 1.21 0.64 0.012
C 5.00 1.95 1.47 0.000
C 4.94 3.34 1.44 0.005
C 4.07 3.97 0.57 -0.002
C 3.24 3.23 -0.26 0.000
C 0.70 -3.06 -1.86 0.054
C 1.58 -4.13 -2.04 -0.003
C 1.44 -5.31 -1.32 0.003
C 0.41 -5.44 -0.39 0.000
C -0.47 -4.40 -0.18 -0.002
C -0.32 -3.21 -0.90 -0.060
P -1.47 -1.81 -0.67 0.159
C -2.73 -2.02 -1.98 -0.095
C -3.24 -3.28 -2.27 -0.009
C -4.18 -3.44 -3.28 0.002
C -4.62 -2.34 -4.00 0.001
C -4.11 -1.08 -3.72 0.018
C -3.17 -0.93 -2.71 0.068
C -2.37 -2.14 0.88 0.034
C -3.76 -2.14 0.93 0.005
C -4.41 -2.39 2.14 -0.002
C -3.67 -2.63 3.29 0.004
C -2.28 -2.60 3.24 0.000
C -1.64 -2.35 2.05 0.019
H 0.52 -2.98 -4.91 0.003
H 0.30 -1.28 -5.39 0.004
H -1.00 -2.15 -4.55 -0.008
H 2.92 -2.47 -4.84 0.000
H 5.29 -1.92 -5.15 0.000
H 6.36 -0.18 -3.74 0.000
H 5.05 1.00 -2.03 0.001
H -0.01 2.63 -0.57 -0.052
H -1.59 3.90 -1.94 0.003
H -1.23 4.12 -4.37 0.001
H 0.73 3.03 -5.43 0.001
H 2.24 1.62 -4.09 0.005
H 4.23 0.12 0.68 -0.004
H 5.69 1.45 2.14 0.000
H 5.58 3.92 2.09 0.000
H 4.02 5.06 0.55 0.000
H 2.57 3.74 -0.94 0.003
H 2.38 -4.05 -2.76 0.000
H 2.14 -6.12 -1.48 0.000
H 0.30 -6.36 0.16 0.000
H -1.26 -4.51 0.55 -0.001
H -2.89 -4.15 -1.72 0.000
H -4.57 -4.43 -3.50 0.000
H -5.35 -2.47 -4.79 0.000
H -4.45 -0.22 -4.28 0.000
H -2.79 0.07 -2.51 -0.012
H -4.34 -1.98 0.04 0.001
H -5.49 -2.40 2.17 0.000
H -4.18 -2.83 4.22 0.000
H -1.71 -2.79 4.14 0.000
H -0.55 -2.35 2.02 0.000
C 2.78 -0.38 3.89 -0.001
Si 1.61 0.77 4.75 0.002
C 2.19 2.52 4.62 0.002
C 1.42 0.29 6.52 0.001
C -0.06 0.59 3.90 0.016
Te 0.01 1.17 1.84 0.086
C -1.24 2.91 2.03 0.000
Si -3.06 2.56 1.80 0.002
C -3.32 1.75 0.14 -0.047
C -3.97 4.18 1.85 0.000
C -3.62 1.44 3.15 0.000
H 3.82 -0.16 4.15 0.000
H 2.69 -0.31 2.80 0.001
H 2.58 -1.42 4.18 0.000
H 3.14 2.64 5.15 0.000
H 1.47 3.21 5.08 0.000
H 2.34 2.82 3.58 -0.001
H 2.36 0.44 7.06 0.000
H 1.13 -0.76 6.63 0.000
H 0.66 0.90 7.02 0.000
H -0.85 1.21 4.33 -0.001
H -0.41 -0.45 3.92 0.000
H -0.88 3.66 1.32 -0.004
H -1.02 3.29 3.03 0.002
H -3.30 2.47 -0.68 -0.009
H -4.27 1.21 0.10 0.000
H -2.53 1.00 -0.03 0.039
H -3.64 4.85 1.05 0.000
H -3.78 4.67 2.81 0.000
H -5.05 4.04 1.75 0.000
H -3.09 0.49 3.13 0.001
H -4.69 1.24 3.06 0.000
H -3.45 1.91 4.13 0.000
```

Calculated values
* net charge: +1
* frontier orbital gap (alpha / beta): 6.66 / 7.16 eV
* ⟨S²⟩: 8.7724
* HOMO level (alpha / beta): -8.98 / -10.05 eV
* molar mass: 922.66 g mol⁻¹
* LUMO (alpha / beta): -2.320 / -2.883 eV
* 2S+1: 6
* electronic energy: -128346.6903 eV

***

4.
The following is a DFT calculation (ωB97M-V/def2-TZVPD) of a cluster of 2 separate species, C5H8O2 in total.

```
15
Properties=species:S:1:pos:R:3:nbo_charge:R:1
O -1.79 1.01 0.64 -0.522
C -1.38 -0.12 0.76 0.450
C -0.06 -0.60 0.21 -0.334
C 1.13 -0.46 1.22 -0.508
C 1.90 0.24 0.10 0.616
O 3.06 0.50 -0.06 -0.503
C 0.65 0.35 -0.78 -0.527
H -2.39 0.78 -1.84 0.006
H -1.95 -0.87 1.35 0.117
H -2.47 0.54 -2.54 -0.009
H -0.15 -1.63 -0.15 0.228
H 0.91 0.23 2.05 0.241
H 1.57 -1.37 1.62 0.239
H 0.21 1.35 -0.75 0.263
H 0.76 0.03 -1.82 0.241
```

Calculated values
* frontier orbital gap: 10.61 eV
* SMILES: O=CC1CC(=O)C1.[H][H]
* HOMO level: -9.87 eV
* ΔE to the lowest compared entry with this formula, charge and spin: 212.7 kJ/mol
* molar mass: 100.12 g mol⁻¹
* LUMO: 0.740 eV
* electronic energy: -9407.6275 eV